{
  "formula": "C24H23N2O2",
  "method": "ωB97M-V/def2-TZVPD",
  "total_energy_ha": -1188.1088,
  "spin_multiplicity": 1,
  "charge": 1,
  "elements": ["C", "O", "C", "C", "C", "C", "C", "C", "C", "C", "C", "C", "C", "C", "C", "O", "N", "C", "N", "C", "C", "C", "C", "C", "C", "C", "C", "C", "H", "H", "H", "H", "H", "H", "H", "H", "H", "H", "H", "H", "H", "H", "H", "H", "H", "H", "H", "H", "H", "H", "H"],
  "positions_angstrom": [[-5.412, 1.585, 2.488], [-4.298, 2.064, 3.269], [-3.081, 1.467, 3.194], [-2.078, 1.977, 4.055], [-0.783, 1.510, 3.967], [-0.468, 0.423, 3.143], [0.943, -0.180, 3.254], [1.086, -1.606, 2.709], [0.016, -2.518, 2.745], [0.071, -3.682, 2.014], [1.295, -4.025, 1.438], [2.463, -3.266, 1.661], [2.375, -2.091, 2.406], [3.607, -3.999, 1.052], [2.947, -5.225, 0.403], [1.497, -5.158, 0.719], [1.377, -0.223, 4.627], [0.952, -1.216, 5.436], [1.404, -1.003, 6.674], [2.100, 0.197, 6.710], [2.655, 0.833, 7.804], [3.157, 2.120, 7.611], [3.059, 2.759, 6.369], [3.601, 4.150, 6.232], [2.451, 2.087, 5.279], [2.020, 0.768, 5.453], [-1.462, -0.089, 2.297], [-2.746, 0.441, 2.286], [-6.252, 2.213, 2.789], [-5.241, 1.703, 1.411], [-5.642, 0.537, 2.714], [-2.342, 2.785, 4.727], [-0.008, 1.986, 4.566], [1.598, 0.472, 2.655], [-0.899, -2.284, 3.304], [-0.786, -4.320, 1.860], [3.284, -1.561, 2.719], [4.154, -3.411, 0.310], [4.302, -4.316, 1.837], [3.323, -6.173, 0.818], [3.052, -5.234, -0.692], [0.382, -2.088, 5.129], [1.207, -1.609, 7.468], [2.686, 0.317, 8.759], [3.625, 2.650, 8.447], [4.005, 4.512, 7.175], [4.410, 4.211, 5.506], [2.843, 4.869, 5.923], [2.307, 2.596, 4.329], [-1.262, -0.938, 1.640], [-3.477, 0.066, 1.569]],
  "mulliken_charge": [-0.81, -0.44, 0.67, -1.03, -0.20, 0.15, 0.35, -0.01, -0.34, -1.49, 0.10, 0.51, -0.69, -0.60, -0.36, -0.53, 0.50, -0.46, 0.00, 0.75, -1.19, -0.69, 0.44, -1.37, -0.34, 0.25, -0.56, -0.66, 0.25, 0.33, 0.34, 0.45, 0.26, 0.60, 0.69, 0.45, 0.52, 0.28, 0.25, 0.27, 0.28, 0.51, 0.29, 0.40, 0.34, 0.38, 0.34, 0.33, 0.55, 0.54, 0.42]
}